1.
The following is a DFT calculation (ωB97M-V/def2-TZVPD) of a molecular structure, C17H40LaNOP3 at a distorted geometry.

Results
Energy relative to the best compared isomer or geometry (same formula, charge and spin) ... 0.0 kJ/mol
Charge ... +3
Gap between HOMO and LUMO (alpha / beta) ... 3.096 / 3.790 eV
LUMO energy (alpha / beta) ... -13.64 / -13.01 eV
Energy ... -1856.29135 Ha
HOMO energy (alpha / beta) ... -0.615 / -0.618 Ha

```
63
Properties=species:S:1:pos:R:3:forces:R:3
La -1.1325 0.9010 -0.7798 0.153 -0.324 4.401
P 0.9499 -0.4709 1.3870 0.538 -0.357 0.490
P 1.3504 2.4738 -0.2973 1.146 0.772 -0.369
P -1.2723 -2.2270 -0.6293 0.031 -1.189 -0.481
H -0.9115 3.0320 -7.0325 -0.162 -0.361 0.175
C -1.8196 2.4543 -6.8341 0.527 0.025 -0.513
C -2.7210 2.8726 -5.9294 -0.712 -0.200 0.152
H -2.5540 3.7208 -5.2665 0.019 -0.171 -0.196
C 2.3377 -1.4012 0.6454 0.033 -0.042 -0.331
C 1.8736 0.5236 2.6443 -0.035 0.079 -0.052
C 0.3143 -1.7438 2.5778 -0.226 -0.100 -0.258
C 0.9340 3.4943 -1.7645 0.088 0.166 -0.014
C 1.9598 3.7808 0.8523 -0.310 0.125 0.343
C 2.9694 1.7943 -0.8620 -0.156 -0.302 -0.019
C -2.4609 -2.3148 -2.0282 -0.205 -0.091 0.129
C -2.0251 -3.4760 0.5058 -0.507 0.369 0.261
C 0.0412 -3.3100 -1.3296 0.491 0.556 -0.063
H -2.0308 1.6019 -7.4879 0.085 0.361 0.206
H -3.7166 2.4159 -5.9373 0.303 0.166 0.234
H 2.9685 -1.7844 1.4520 0.004 -0.018 -0.163
H 2.9339 -0.7644 -0.0170 -0.127 -0.167 0.207
H 1.9710 -2.2364 0.0380 0.093 0.182 0.241
H 2.5962 -0.1366 3.1495 -0.246 0.223 -0.131
H 1.1873 0.9196 3.4036 0.123 -0.064 -0.131
H 2.4172 1.3663 2.2105 -0.015 -0.239 0.040
H 1.1417 -2.3939 2.8988 -0.221 0.233 -0.059
H -0.4605 -2.3708 2.1223 0.239 0.126 0.187
H -0.1134 -1.2730 3.4702 0.085 -0.029 -0.136
H 1.7688 4.1931 -1.8994 -0.318 0.005 -0.249
H 0.0203 4.0635 -1.5636 0.094 0.145 -0.101
H 0.7885 2.9015 -2.6779 0.156 0.117 0.256
H 2.8617 4.2682 0.4425 -0.391 -0.282 0.041
H 2.2086 3.3516 1.8323 -0.038 0.174 -0.316
H 1.1942 4.5527 1.0197 0.179 -0.241 -0.081
H 3.6095 2.6221 -1.1968 -0.196 -0.173 0.121
H 2.8105 1.1001 -1.6969 0.063 0.132 0.188
H 3.4821 1.2518 -0.0586 -0.106 0.236 -0.164
H -2.6256 -3.3790 -2.2460 -0.176 0.349 -0.110
H -2.1085 -1.8148 -2.9392 0.073 -0.117 0.252
H -3.3982 -1.8528 -1.7067 -0.160 -0.133 -0.207
H -2.5899 -4.2083 -0.0894 0.192 0.192 0.142
H -2.7213 -2.9771 1.1919 0.056 -0.279 -0.075
H -1.2776 -4.0190 1.1015 -0.147 0.294 -0.285
H -0.3887 -4.0112 -2.0533 0.016 0.087 0.220
H 0.5373 -3.8780 -0.5316 -0.098 0.185 -0.251
H 0.7774 -2.6706 -1.8344 -0.045 -0.352 0.020
C -0.9564 0.3759 -4.1293 0.290 2.768 2.538
C 0.2336 0.0711 -4.8216 1.050 -0.717 -1.125
C 0.1769 -0.8387 -5.8746 0.859 0.663 0.676
C -1.0620 -1.3378 -6.3234 -1.083 0.091 0.336
C -2.2642 -0.9046 -5.7103 -0.143 0.221 -0.031
C -2.2032 0.0088 -4.6714 -1.726 -0.847 -0.744
O -0.9420 1.0139 -2.9576 0.611 -1.990 -5.446
H 0.5354 -0.0618 -1.7061 0.052 -0.299 -0.036
H 1.1713 0.4931 -4.4567 -0.200 -0.333 -0.078
H 1.0894 -1.2105 -6.3579 -0.342 0.381 0.247
H -1.1048 -2.0321 -7.1619 0.052 0.067 0.226
H -3.2509 -1.2603 -6.0274 0.533 0.122 -0.149
H -3.1092 0.4316 -4.2245 0.314 -0.410 -0.061
N -1.7432 1.0025 1.8900 -0.101 -0.121 -0.002
H -2.6434 1.4140 2.1352 0.133 -0.043 0.276
H -1.0158 1.5266 2.3875 -0.360 -0.105 -0.083
H -1.7213 0.0536 2.2857 -0.131 0.483 -0.098
```
Forces are in eV/Å.

***

2.
The following is a DFT calculation (ωB97M-V/def2-TZVPD) of 21 unconnected molecules or ions with the total composition C28H102N4O21 at a distorted geometry.

Results
Gap between HOMO and LUMO ... 8.348 eV
LUMO energy ... -0.39 eV
Energy ... -2926.92263 Ha
HOMO energy ... -0.321 Ha

```
155
Properties=species:S:1:pos:R:3:forces:R:3
C 2.4408 -2.7892 0.0869 -0.844 0.633 0.481
C 3.6794 -2.7864 0.9437 -1.314 -1.112 0.189
O 4.6898 -3.4684 0.2056 0.427 0.920 0.652
H 1.6449 -2.3190 0.6644 -0.056 0.472 -0.074
H 1.9847 -3.7440 -0.1748 0.745 -0.334 -0.076
H 2.6265 -2.1966 -0.8089 -0.153 -0.103 -0.130
H 3.5126 -3.3208 1.8789 -0.238 -0.467 0.079
H 3.8667 -1.7841 1.3289 0.734 0.424 -0.765
H 5.3951 -3.5308 0.8539 0.636 -0.313 -0.356
C -1.9916 4.9726 -1.2680 -0.155 0.470 -0.048
C -1.0929 3.9691 -0.6252 0.084 -0.526 0.244
O -0.3095 4.5246 0.4746 -0.898 -0.265 -1.150
H -2.5067 5.5198 -0.4785 -0.046 0.420 -0.078
H -2.7813 4.5161 -1.8648 0.199 -0.216 -0.063
H -1.3987 5.6222 -1.9118 -0.266 0.339 0.151
H -0.4157 3.5908 -1.3909 0.337 -0.130 0.332
H -1.6942 3.1372 -0.2585 0.136 -0.158 0.205
H -0.8729 5.1633 0.9175 0.043 0.183 0.101
C 4.0257 -0.3708 -3.3747 -0.356 0.313 -0.176
C 5.1258 -1.0003 -2.6203 1.556 0.918 0.321
O 4.9239 -2.3407 -2.4853 -0.474 -2.303 -0.023
H 3.8255 -0.8750 -4.3201 -0.007 -0.285 0.119
H 4.3086 0.6486 -3.6373 -0.493 0.284 0.343
H 3.1992 -0.4908 -2.6743 -0.680 0.633 -0.597
H 5.1868 -0.6220 -1.5998 0.133 0.893 -0.059
H 6.0840 -0.8225 -3.1085 0.299 0.136 -0.059
H 4.9096 -2.5309 -1.5444 0.040 -0.683 0.137
C 4.8622 0.8511 3.4055 0.676 0.225 -0.214
C 5.1935 2.0247 2.4969 -1.432 0.338 -1.105
O 5.7167 1.6043 1.2525 1.070 -1.255 0.467
H 5.7739 0.2742 3.5609 -0.010 -0.112 0.212
H 4.1138 0.1782 2.9869 -0.053 0.120 -0.187
H 4.4914 1.2170 4.3629 0.070 -0.025 0.056
H 5.8107 2.7865 2.9730 0.351 -0.177 0.205
H 4.2598 2.5172 2.2252 -0.365 0.357 0.468
H 5.4641 2.1716 0.5204 -0.409 0.549 0.044
C 1.5922 1.2645 -5.5916 0.506 0.924 -0.210
C 0.6285 1.8586 -4.6367 -1.967 -0.917 0.224
O -0.4629 0.8652 -4.6167 0.929 0.854 0.249
H 1.9110 0.2980 -5.2013 0.010 0.005 -0.300
H 2.4488 1.9363 -5.6448 0.267 -0.199 -0.272
H 1.1033 1.2093 -6.5643 0.284 -0.332 -0.033
H 0.1164 2.7759 -4.9273 0.553 0.298 -0.409
H 1.0625 2.0381 -3.6531 -0.027 -0.333 0.258
H -1.1279 1.2119 -4.0174 -0.282 -0.098 0.424
C 3.2577 4.3808 -2.2776 0.701 1.468 -0.726
C 4.5044 4.4067 -1.4089 -0.569 -0.177 -0.683
O 4.3495 3.3179 -0.5277 1.385 0.028 0.079
H 3.1786 5.3775 -2.7117 -0.300 0.149 -0.297
H 2.3697 4.2432 -1.6607 0.016 -0.357 -0.239
H 3.3876 3.7018 -3.1204 -0.442 -0.371 0.312
H 4.5924 5.3756 -0.9175 -0.125 -0.008 0.526
H 5.4106 4.3376 -2.0106 0.033 -0.483 0.050
H 3.6056 3.6127 0.0027 -0.581 -0.376 0.902
C -1.5764 0.5168 3.9840 1.234 -0.228 1.576
C -0.9192 1.8369 3.6564 -0.202 -0.116 -1.425
C 0.6135 1.8949 3.8851 -0.490 0.754 -0.367
O 1.1614 3.1933 3.4795 -0.617 -0.504 1.497
C 0.9610 4.1732 4.5079 0.399 -0.122 -0.203
N -1.1831 2.1252 2.2340 -0.023 0.666 0.614
H -1.5412 0.5020 5.0734 -0.772 -0.335 0.288
H -0.9395 -0.3395 3.7621 -0.055 -0.027 -0.641
H -2.5769 0.3699 3.5772 0.159 0.196 0.108
H -1.4444 2.6427 4.1693 0.197 0.025 0.507
H 1.1059 1.1848 3.2207 -0.069 -0.206 0.158
H 0.8447 1.7054 4.9333 0.272 -0.070 0.031
H -0.0883 4.4559 4.5924 -0.015 0.314 -0.182
H 1.6286 5.0078 4.2941 -0.391 0.206 -0.290
H 1.2705 3.8508 5.5020 0.075 -0.561 0.025
H -0.6449 1.4524 1.7070 0.250 -0.160 -0.441
H -0.6975 3.0058 2.1401 0.095 0.306 -0.941
C 4.4523 -1.3026 6.0780 0.450 0.379 -0.771
C 3.9789 -2.6222 6.5904 -2.033 1.085 -1.107
C 3.0662 -3.4068 5.6220 -1.849 2.268 1.307
O 1.9010 -2.5489 5.3382 0.474 -0.979 -0.323
C 1.0170 -3.1851 4.4163 0.389 -0.267 -0.363
N 5.0377 -3.4794 6.8849 1.692 -1.464 1.008
H 3.6904 -0.5267 6.1529 0.088 -0.058 0.023
H 4.7609 -1.3831 5.0356 -0.089 -0.001 -0.139
H 5.3617 -1.0134 6.6049 -0.091 0.266 0.262
H 3.4304 -2.4226 7.5110 -0.730 0.103 -0.003
H 2.6768 -4.1830 6.2808 0.079 -0.897 -0.682
H 3.5432 -3.7136 4.6911 0.145 -0.200 0.166
H 1.5526 -3.4296 3.4990 0.162 0.311 -0.414
H 0.1454 -2.5793 4.1687 0.224 0.281 0.274
H 0.6370 -4.1635 4.7105 -0.042 -0.057 0.772
H 4.5768 -4.2195 7.3948 0.363 -0.884 -0.034
H 5.5542 -3.0328 7.6291 0.673 0.085 0.015
C -6.8668 -0.8132 -6.7581 -0.521 -0.965 0.381
C -6.2482 -2.2130 -6.5606 0.155 0.490 -1.769
C -5.6776 -2.4452 -5.1914 0.243 -0.079 -0.189
O -4.6799 -1.4656 -4.9411 -0.670 -0.632 -0.436
C -4.0395 -1.8085 -3.7318 -0.192 1.000 -0.196
N -7.0796 -3.3310 -7.0249 -0.745 -0.053 1.136
H -7.6035 -0.5416 -6.0021 0.278 -0.012 0.480
H -7.4882 -0.8322 -7.6535 0.475 0.225 -0.456
H -6.0394 -0.1043 -6.7867 -0.377 0.181 -0.140
H -5.4648 -2.2395 -7.3180 1.011 0.504 0.508
H -5.2152 -3.4264 -5.0847 0.225 -0.383 -0.479
H -6.4577 -2.5047 -4.4325 -0.319 0.654 0.255
H -3.1730 -1.1485 -3.6907 0.128 -0.232 0.314
H -3.7648 -2.8633 -3.7248 0.147 0.024 0.148
H -4.7468 -1.5670 -2.9384 0.317 -0.260 0.519
H -6.4882 -4.1423 -6.9147 -0.191 -0.407 -0.141
H -7.2694 -3.2342 -8.0122 0.000 0.074 -0.062
C -1.4430 -1.7263 0.9329 1.053 -0.456 -0.078
C -1.5703 -0.4600 0.1263 2.174 -0.091 -1.108
C -0.1424 0.0269 -0.4776 -1.858 0.671 1.703
O 0.8178 0.2267 0.5335 -0.223 -0.163 0.463
C 2.0075 0.7790 0.0400 0.968 -0.471 -0.067
N -2.3674 -0.7090 -1.0604 -0.470 0.377 -0.028
H -0.7255 -1.6278 1.7475 -0.278 0.351 0.318
H -0.9361 -2.4593 0.3054 -0.361 -0.348 -0.234
H -2.3778 -2.1349 1.3166 0.108 0.263 -0.183
H -2.0107 0.3059 0.7647 -0.056 0.263 -0.339
H -0.3365 1.0182 -0.8873 -0.176 0.189 -0.585
H 0.1641 -0.6250 -1.2956 0.248 -0.386 0.118
H 1.9445 1.7721 -0.4048 -0.494 0.056 -0.081
H 2.4271 0.0862 -0.6894 0.155 0.062 -0.297
H 2.7432 0.8513 0.8410 -0.156 0.008 0.207
H -2.3232 0.0759 -1.6946 -0.343 0.457 0.116
H -1.9125 -1.4164 -1.6196 -0.084 -0.618 0.416
O -0.4825 -1.7236 -4.1342 -0.010 -1.219 0.277
H 0.4063 -2.0760 -4.0886 0.286 -0.182 -0.044
H -0.3705 -0.8316 -4.4628 -0.127 1.161 -0.177
O -3.9903 2.0120 1.8833 -1.296 -0.327 0.138
H -4.4082 2.7652 2.3007 -0.312 0.140 0.096
H -3.0524 2.1606 2.0038 1.823 -0.044 0.192
O -2.4632 1.6914 -2.9264 0.533 0.129 -0.547
H -3.0770 1.7205 -3.6604 -0.373 -0.082 -0.240
H -2.9763 1.9832 -2.1728 -0.631 0.228 0.754
O -3.8786 -4.3926 1.6693 0.017 0.084 0.647
H -3.7516 -5.2693 1.3067 0.033 -0.131 -0.162
H -3.9826 -3.8287 0.9029 -0.169 0.079 -0.807
O -1.5809 -3.2731 -2.1918 -0.078 -0.602 0.516
H -0.8119 -3.8120 -2.0062 0.131 -0.244 0.143
H -1.3215 -2.7340 -2.9390 0.206 0.492 -0.914
O -2.6530 -2.9572 3.6937 0.533 0.352 0.801
H -3.2774 -2.2654 3.9124 -0.072 0.156 -0.007
H -2.9960 -3.3442 2.8881 -0.333 -0.637 -0.439
O -4.8724 -1.6376 -0.2767 -1.066 -0.177 -0.291
H -5.2344 -1.4400 0.5871 -0.149 -0.077 0.334
H -3.9917 -1.2630 -0.2592 0.881 0.440 -0.573
O -4.1522 -3.9551 -1.2886 -0.068 -1.172 -0.002
H -4.4968 -3.0892 -1.0698 -0.472 0.626 0.251
H -3.3024 -3.7800 -1.6928 0.474 -0.011 -0.160
O 2.1853 3.9529 0.9496 0.991 0.056 -0.281
H 1.3536 4.0840 0.4942 -0.443 0.235 0.048
H 1.9671 4.0401 1.8775 -0.073 -0.323 0.402
O -4.2747 2.1774 -0.7754 0.208 0.110 -1.160
H -4.0065 1.7817 0.0539 -0.096 -0.127 0.560
H -4.7807 2.9490 -0.5207 -0.106 0.118 0.047
O -4.7357 -0.8693 2.2314 -0.006 -0.276 0.448
H -5.3102 -1.0380 2.9782 -0.230 -0.169 0.224
H -4.6740 0.0849 2.1869 0.199 0.742 -0.095
```
Forces are in eV/Å.